Record 1
{"formula": "C12H19Cl2NO2PV", "method": "ωB97M-V/def2-TZVPD", "species": ["C", "C", "H", "H", "H", "O", "Cl", "V", "P", "C", "C", "H", "H", "H", "C", "H", "H", "H", "H", "H", "H", "C", "O", "Cl", "N", "C", "C", "C", "C", "C", "C", "H", "H", "H", "H", "H", "H", "H"], "positions_angstrom": [[-1.89665, -3.04278, -3.86380], [-1.22492, -2.26494, -2.81087], [-1.16501, -3.59866, -4.46100], [-2.47733, -2.36760, -4.51497], [-2.58189, -3.74829, -3.36444], [-0.05090, -2.18696, -2.50917], [-2.52321, -1.42414, -1.70708], [-1.02551, -0.03653, -0.71933], [-0.53789, -1.57027, 0.99111], [1.20456, -1.78759, 1.48229], [-1.37626, -1.19153, 2.57418], [-2.09937, -3.28611, 0.25872], [-1.04909, -3.85200, 1.59058], [-0.41198, -3.73839, -0.08270], [-1.07933, -3.27594, 0.65614], [-2.31224, -0.65622, 2.37231], [-1.61169, -2.12331, 3.10189], [1.33220, -2.69878, 2.08505], [1.53431, -0.92347, 2.07393], [-0.74017, -0.57230, 3.21942], [1.83841, -1.85343, 0.58822], [0.73772, -0.27513, -1.25061], [1.89453, -0.34056, -1.45708], [-2.16252, 1.73933, -1.55953], [-0.36104, 1.53992, 0.76532], [0.66734, 2.53162, 0.56156], [1.14345, 3.23482, 1.67713], [2.11963, 4.21548, 1.50583], [2.63177, 4.48176, 0.22830], [2.14445, 3.77909, -0.87673], [1.13310, 2.82157, -0.71851], [-0.28560, 1.15763, 1.70752], [-1.28076, 1.99878, 0.76971], [0.74135, 3.00576, 2.67152], [2.48064, 4.77191, 2.37286], [3.40639, 5.23882, 0.10291], [2.54493, 3.97435, -1.87081], [0.69857, 2.32407, -1.58988]], "atomic_forces_ev_per_a": [[-0.4, -0.1, -0.3], [3.8, -1.2, 0.1], [0.0, 0.2, 0.2], [0.1, -0.3, 0.3], [0.1, 0.3, -0.3], [-4.0, 0.1, -0.7], [-0.5, -0.8, -0.7], [-3.5, 4.7, 0.7], [0.8, -1.9, 2.2], [0.3, 0.2, -0.2], [-0.3, 0.5, -0.2], [0.2, -0.1, 0.2], [0.1, 0.2, -0.3], [-0.1, 0.1, 0.2], [-0.2, -0.1, -0.5], [0.1, -0.1, 0.2], [0.1, 0.2, -0.2], [-0.2, 0.3, -0.2], [0.0, -0.2, -0.2], [-0.1, -0.1, -0.2], [-0.1, -0.1, 0.4], [9.5, -0.5, -1.9], [-6.0, 0.3, 0.9], [0.6, -0.9, 0.3], [-1.3, -1.3, 0.1], [1.0, 1.0, -0.1], [0.0, -0.2, -0.2], [0.0, -0.1, -0.2], [-0.2, -0.2, 0.1], [-0.2, 0.0, 0.2], [0.2, 0.1, 0.2], [0.3, 0.1, 0.0], [0.3, 0.1, 0.0], [0.2, 0.2, -0.3], [-0.1, -0.2, -0.3], [-0.2, -0.2, 0.0], [-0.2, 0.0, 0.3], [0.2, 0.2, 0.2]], "homo_lumo_gap_ev": [5.65, 5.79], "multiplicity": 3, "total_energy_ha": -2879.057919, "largest_force_ha_per_bohr": 0.18766, "charge": 2}


Record 2
{"formula": "H8O4", "method": "ωB97M-V/def2-TZVPD", "species": ["O", "H", "H", "O", "H", "H", "O", "H", "H", "O", "H", "H"], "positions_angstrom": [[32.99610, 22.59755, 13.00915], [32.87618, 23.45253, 13.45245], [33.51753, 22.79048, 12.22422], [32.92936, 25.15978, 14.55525], [33.84203, 25.44627, 14.68017], [32.64018, 24.85386, 15.42494], [30.63079, 25.77043, 12.81047], [31.44706, 25.82459, 13.32991], [30.85492, 26.10573, 11.93738], [33.54489, 21.24314, 15.59955], [33.33975, 21.80955, 14.83950], [32.72972, 20.76265, 15.77345]], "atomic_forces_ev_per_a": [[0.0, 0.2, 0.2], [0.0, 0.1, -0.2], [0.0, -0.1, 0.1], [0.1, -0.1, 0.1], [-0.1, 0.0, 0.0], [0.0, 0.1, -0.1], [0.1, 0.1, 0.1], [-0.1, 0.0, -0.1], [0.0, 0.0, 0.1], [-0.1, 0.3, 0.1], [0.1, -0.4, -0.2], [0.1, 0.0, 0.0]], "homo_lumo_gap_ev": 11.30, "total_energy_ha": -305.754391, "smiles": "O.O.O.O", "largest_force_ha_per_bohr": 0.00790}


Record 3
{"formula": "C15H41ClN4O9PS3", "method": "ωB97M-V/def2-TZVPD", "species": ["C", "C", "C", "Cl", "S", "O", "O", "N", "S", "O", "O", "P", "O", "O", "S", "H", "H", "H", "H", "H", "H", "H", "H", "C", "C", "C", "O", "C", "N", "H", "H", "H", "H", "H", "H", "H", "H", "H", "H", "H", "C", "C", "C", "O", "C", "N", "H", "H", "H", "H", "H", "H", "H", "H", "H", "H", "H", "C", "C", "C", "O", "C", "N", "H", "H", "H", "H", "H", "H", "H", "H", "H", "H", "H"], "positions_angstrom": [[-2.74376, -0.22304, 3.36532], [-2.35401, 0.39485, 2.00565], [-2.37411, -0.58157, 0.84516], [-4.02140, -1.15740, 0.49796], [-1.21191, -2.00693, 0.95558], [-1.66526, -2.87784, -0.08433], [-1.34923, -2.64130, 2.23344], [0.30809, -1.57129, 0.56313], [1.20652, -1.14639, 1.82356], [2.13454, -0.14367, 1.36816], [0.49232, -0.64943, 2.97321], [2.47677, -2.77127, 2.52020], [2.34753, -2.75274, 4.10426], [3.97570, -2.38801, 2.22656], [2.07843, -4.47317, 1.70837], [-1.84668, -0.27021, 3.97253], [-3.13219, -1.22525, 3.24333], [-3.47656, 0.38843, 3.88695], [-3.11014, 1.14830, 1.78309], [-1.42050, 0.94134, 2.09224], [-2.08060, -0.02631, -0.03859], [1.72189, -3.48097, 4.28508], [4.20691, -2.77727, 1.35713], [2.46008, 5.14645, 2.22489], [1.07386, 5.07255, 2.85742], [0.27848, 3.81860, 2.46872], [-0.26120, 3.84723, 1.15896], [0.65256, 3.54792, 0.12228], [0.34199, 6.30651, 2.54405], [2.42302, 5.46628, 1.18425], [3.07623, 5.87281, 2.75689], [2.96695, 4.18110, 2.27008], [1.21633, 5.03244, 3.94161], [-0.58391, 3.74842, 3.13799], [0.86427, 2.90453, 2.62957], [1.37339, 2.78437, 0.42786], [1.17372, 4.45164, -0.20662], [0.08568, 3.16636, -0.72674], [-0.53745, 6.30452, 3.05325], [0.05807, 6.24887, 1.56906], [6.70923, -1.79303, -0.70859], [6.55315, -3.30386, -0.55881], [7.24472, -4.11543, -1.66282], [6.57955, -4.11934, -2.91089], [6.76974, -2.95942, -3.69819], [5.12545, -3.62220, -0.45553], [6.03809, -1.38006, -1.46049], [6.47004, -1.29679, 0.23205], [7.73384, -1.52516, -0.97638], [7.02945, -3.58519, 0.38552], [7.26492, -5.16186, -1.34680], [8.29091, -3.80355, -1.78849], [7.77940, -2.55332, -3.58385], [6.02958, -2.19456, -3.45495], [6.62341, -3.24063, -4.74111], [5.01651, -4.61125, -0.24445], [4.71752, -3.52625, -1.38212], [-8.58654, -0.01782, -3.01875], [-7.52173, 0.36068, -1.99258], [-6.41616, 1.27029, -2.55038], [-5.46607, 0.62486, -3.37366], [-5.88208, 0.38632, -4.70183], [-6.98020, -0.86241, -1.39781], [-8.24982, -0.80538, -3.69192], [-9.47605, -0.39432, -2.51290], [-8.88434, 0.84482, -3.61974], [-8.02345, 0.92489, -1.19997], [-5.84435, 1.65770, -1.70364], [-6.84129, 2.14148, -3.07008], [-6.51671, 1.19446, -5.07996], [-6.40550, -0.56934, -4.78390], [-4.98778, 0.32656, -5.32221], [-6.35161, -0.60833, -0.64063], [-6.36621, -1.29204, -2.08562]], "atomic_forces_ev_per_a": [[0.5, 0.3, -0.1], [-1.1, -0.1, 0.8], [1.1, 0.9, -0.1], [0.0, -0.2, 0.3], [-0.2, -2.3, -0.8], [-0.2, 0.2, -1.4], [0.1, 0.7, 1.3], [-0.6, 0.3, 1.5], [-0.4, 2.6, -0.5], [1.2, -0.2, -0.8], [-0.6, -0.8, 0.7], [-0.3, -1.6, -1.0], [-0.1, -0.1, 0.1], [0.2, 0.7, 0.3], [-0.4, -0.1, 0.1], [0.0, -0.3, 0.2], [-0.1, -0.2, 0.1], [-0.1, 0.1, 0.0], [0.0, 0.1, -0.3], [0.3, -0.3, -0.3], [0.2, -0.2, -0.3], [0.2, 0.4, 0.2], [0.3, 0.0, -0.2], [0.2, 0.0, 0.1], [0.1, 0.0, -0.3], [-0.1, -0.1, 0.2], [0.0, 0.0, 0.1], [0.0, 0.0, -0.1], [-0.1, 0.0, 0.1], [-0.1, 0.0, 0.0], [0.0, 0.0, 0.0], [0.0, 0.0, 0.0], [-0.1, 0.0, 0.0], [-0.1, 0.0, -0.1], [0.1, 0.0, -0.1], [0.0, 0.0, 0.0], [0.1, -0.1, 0.0], [-0.1, 0.0, 0.1], [0.0, 0.0, 0.1], [0.1, 0.0, 0.0], [0.1, 0.1, 0.1], [-0.1, 0.3, -0.2], [0.0, -0.2, 0.2], [0.1, 0.1, 0.0], [-0.2, -0.1, -0.1], [0.1, -0.2, 0.2], [0.0, -0.1, 0.0], [-0.1, 0.0, 0.0], [0.0, 0.0, 0.0], [0.0, -0.1, 0.0], [-0.1, 0.0, 0.0], [0.0, 0.1, 0.0], [0.0, 0.0, 0.1], [0.1, 0.1, 0.0], [0.0, -0.1, 0.0], [-0.1, 0.1, 0.2], [-0.1, 0.2, 0.1], [-0.2, 0.1, 0.0], [0.1, -0.2, -0.3], [0.0, 0.2, 0.2], [-0.1, 0.1, -0.1], [0.2, -0.1, 0.1], [0.1, 0.2, 0.0], [0.1, 0.0, 0.0], [0.0, 0.0, 0.0], [0.0, 0.0, 0.0], [0.1, 0.1, 0.0], [0.1, -0.1, 0.0], [-0.1, -0.1, -0.1], [-0.1, 0.0, 0.0], [-0.1, 0.1, -0.1], [0.0, 0.0, 0.0], [-0.1, -0.1, 0.1], [0.0, -0.1, 0.0]], "homo_lumo_gap_ev": 8.35, "total_energy_ha": -3488.481222, "largest_force_ha_per_bohr": 0.05147, "charge": -1}